Below is C5H13NO in the gas phase, with properties calculated with ωB97M-V/def2-TZVPD.

HOMO ... -8.8 eV
Multiplicity ... 1
Energy above the lowest of the compared OMol25 structures with the same formula, charge and spin ... 24.9 kcal/mol
Max |F| ... 0.0771 Eh/bohr
E_tot ... -328.27909 a.u.

Each atom is followed by the atoms it is bonded to, with distances in Å.
Atoms and positions in Å:
1 O -1.51331 -1.09241 -1.15736  C4 1.377, H13 0.955
2 N -1.61438 -1.05426 0.96066  C4 1.426, H14 1.016, H16 1.027
3 C 0.16730 1.68608 0.56610  C7 1.537, H8 1.120, H9 1.070, H15 1.090
4 C -1.21404 -0.22638 -0.12914  O1 1.377, N2 1.426, C7 1.567, H12 1.079
5 C 0.91922 0.37433 -1.44505  C7 1.540, H10 1.085, H11 1.083, H20 1.115
6 C 1.17898 -0.61471 0.82812  C7 1.554, H17 1.093, H18 1.090, H19 1.076
7 C 0.26634 0.28262 -0.05327  C3 1.537, C4 1.567, C5 1.540, C6 1.554
8 H -0.09108 2.47560 -0.18554  C3 1.120
9 H -0.51617 1.65715 1.38891  C3 1.070
10 H 1.15378 -0.61355 -1.82619  C5 1.085
11 H 0.22671 0.84507 -2.13181  C5 1.083
12 H -1.85785 0.63713 -0.19447  C4 1.079
13 H -0.75815 -1.66421 -1.27972  O1 0.955
14 H -0.95665 -1.82121 1.06691  N2 1.016
15 H 1.12534 1.98419 0.99228  C3 1.090
16 H -2.56828 -1.39351 0.78764  N2 1.027
17 H 2.19004 -0.21354 0.93709  C6 1.093
18 H 0.76162 -0.63010 1.83546  C6 1.090
19 H 1.25907 -1.61740 0.44695  C6 1.076
20 H 1.84151 0.99910 -1.40756  C5 1.115



Below is C5H13NO in the gas phase, with properties calculated with ωB97M-V/def2-TZVPD.

HOMO ... -8.7 eV
Multiplicity ... 1
Energy above the lowest of the compared OMol25 structures with the same formula, charge and spin ... 38.8 kcal/mol
Max |F| ... 0.0561 Eh/bohr
E_tot ... -328.25706 a.u.

Each atom is followed by the atoms it is bonded to, with distances in Å.
Atoms and positions in Å:
1 O -1.99322 -0.58413 0.24346  C3 1.432, H15 0.941
2 N 0.75201 -0.90964 -0.37204  C4 1.484, C7 1.443, H10 1.001
3 C -1.08757 0.29491 0.91996  O1 1.432, C4 1.576, C5 1.526, H14 1.086
4 C 0.18721 0.41110 0.00011  N2 1.484, C3 1.576, C6 1.518, H9 1.097
5 C -0.80965 -0.24127 2.32122  C3 1.526, H17 1.089, H18 1.096, H20 1.100
6 C -0.05421 1.39191 -1.13371  C4 1.518, H8 1.092, H13 1.097, H19 1.099
7 C 1.75100 -0.84032 -1.41139  N2 1.443, H11 1.100, H12 1.096, H16 1.094
8 H -0.65807 1.07782 -1.98770  C6 1.092
9 H 1.00601 0.81671 0.60657  C4 1.097
10 H -0.02494 -1.51918 -0.53844  N2 1.001
11 H 2.42701 0.02686 -1.43644  C7 1.100
12 H 2.34323 -1.76245 -1.40750  C7 1.096
13 H -0.54654 2.28202 -0.72330  C6 1.097
14 H -1.53262 1.27984 1.02614  C3 1.086
15 H -1.70162 -1.42984 -0.04846  O1 0.941
16 H 1.29611 -0.80044 -2.40577  C7 1.094
17 H -1.67514 -0.13132 2.97334  C5 1.089
18 H -0.70161 -1.33178 2.33143  C5 1.096
19 H 0.85340 1.81343 -1.58710  C6 1.099
20 H 0.16924 0.15577 2.62961  C5 1.100



Below is 2 unconnected molecules or ions with the total composition C5H13NO, with properties calculated with ωB97M-V/def2-TZVPD.

HOMO ... -9.9 eV
Multiplicity ... 1
Energy above the lowest of the compared OMol25 structures with the same formula, charge and spin ... 10.6 kcal/mol
Max |F| ... 0.0534 Eh/bohr
E_tot ... -328.30191 a.u.

Each atom is followed by the atoms it is bonded to, with distances in Å.
Atoms and positions in Å:
1 O -0.67724 1.56371 0.25706  C6 1.209
2 N -2.16321 -0.01617 -0.41010  C6 1.376, H13 1.002, H16 1.004
3 C 1.55831 -1.97111 1.56464  C5 1.546, H15 1.096, H18 1.098, H19 1.079
4 C 0.41819 1.25479 -2.40391  C7 1.564, H8 1.102, H10 1.084, H14 1.085
5 C 1.40191 -1.05661 2.80192  C3 1.546, H9 1.090, H12 1.089, H20 1.085
6 C -0.94189 0.61750 -0.44665  O1 1.209, N2 1.376, C7 1.532
7 C 0.01828 0.04642 -1.49441  C4 1.564, C6 1.532, H11 1.094, H17 1.091
8 H 0.66048 2.00107 -1.63050  C4 1.102
9 H 2.41354 -0.95446 3.19474  C5 1.090
10 H -0.43114 1.63274 -2.96087  C4 1.084
11 H -0.47697 -0.69157 -2.13177  C7 1.094
12 H 1.13541 -0.06213 2.44677  C5 1.089
13 H -2.86540 0.58039 -0.01615  N2 1.002
14 H 1.37735 1.15626 -2.90226  C4 1.085
15 H 2.01634 -1.40109 0.74794  C3 1.096
16 H -2.45435 -0.72933 -1.05332  N2 1.004
17 H 0.82126 -0.48099 -0.97825  C7 1.091
18 H 0.57592 -2.28304 1.18671  C3 1.098
19 H 2.13635 -2.87795 1.65542  C3 1.079
20 H 0.67384 -1.44332 3.50734  C5 1.085



Below is 2 unconnected molecules or ions with the total composition C5H13NO, with properties calculated with ωB97M-V/def2-TZVPD.

HOMO ... -9.9 eV
Multiplicity ... 1
Energy above the lowest of the compared OMol25 structures with the same formula, charge and spin ... 5.6 kcal/mol
Max |F| ... 0.0292 Eh/bohr
E_tot ... -328.30996 a.u.

Each atom is followed by the atoms it is bonded to, with distances in Å.
Atoms and positions in Å:
1 O -1.40946 1.59193 -0.09359  C5 1.221
2 N -0.12947 2.71798 -1.53833  C5 1.351, H13 1.006, H20 1.006
3 C 1.66561 -0.48071 1.38771  C4 1.524, H10 1.093, H11 1.091, H19 1.089
4 C 0.48025 -1.23242 0.79354  C3 1.524, C6 1.529, H9 1.087, H18 1.091
5 C -0.84176 1.62897 -1.17391  O1 1.221, N2 1.351, C7 1.502
6 C -0.30037 -1.96307 1.88615  C4 1.529, H14 1.094, H15 1.090, H17 1.100
7 C -1.04508 0.50446 -2.14796  C5 1.502, H8 1.097, H12 1.093, H16 1.085
8 H -1.88511 0.76087 -2.80542  C7 1.097
9 H 0.75349 -1.87774 -0.03721  C4 1.087
10 H 2.39516 -0.26935 0.60117  C3 1.093
11 H 2.15178 -1.03648 2.19036  C3 1.091
12 H -0.27106 0.24816 -2.87536  C7 1.093
13 H -0.08340 3.51099 -0.92120  N2 1.006
14 H -1.32729 -2.26585 1.65910  C6 1.094
15 H -0.33931 -1.38986 2.81191  C6 1.090
16 H -1.34046 -0.39304 -1.61506  C7 1.085
17 H 0.14421 -2.94064 2.12453  C6 1.100
18 H -0.22412 -0.48035 0.43614  C4 1.091
19 H 1.38199 0.49353 1.78430  C3 1.089
20 H 0.22440 2.87261 -2.46689  N2 1.006



Below is 2 unconnected molecules or ions with the total composition C5H13NO, with properties calculated with ωB97M-V/def2-TZVPD.

HOMO ... -8.2 eV
Multiplicity ... 1
Energy above the lowest of the compared OMol25 structures with the same formula, charge and spin ... 68.1 kcal/mol
Max |F| ... 0.0975 Eh/bohr
E_tot ... -328.21039 a.u.

Each atom is followed by the atoms it is bonded to, with distances in Å.
Atoms and positions in Å:
1 O 4.17554 -4.18087 -0.63459  H8 0.973, H20 0.901
2 N -0.20889 1.32486 1.43175  C3 1.458, C6 1.489, H18 1.034
3 C -0.80841 1.17799 0.11052  N2 1.458, C4 1.369, C7 1.434
4 C -2.13145 0.89503 -0.10135  C3 1.369, C5 1.522, H10 1.027
5 C -2.69688 0.85523 -1.51427  C4 1.522, H11 1.100, H12 1.071, H19 1.166
6 C 0.40298 0.07509 1.96257  N2 1.489, H9 1.106, H15 1.057, H16 1.056
7 C 0.13964 1.13463 -0.96398  C3 1.434, H13 1.115, H14 1.032, H17 1.109
8 H 4.44947 -3.81501 -1.49343  O1 0.973
9 H 0.90559 0.28544 2.92515  C6 1.106
10 H -2.65517 0.48228 0.67970  C4 1.027
11 H -3.63329 1.37408 -1.76834  C5 1.100
12 H -2.00620 1.35380 -2.16333  C5 1.071
13 H 1.18927 1.32377 -0.63711  C7 1.115
14 H -0.06586 0.18337 -1.30752  C7 1.032
15 H 1.03963 -0.44419 1.29749  C6 1.057
16 H -0.44814 -0.51962 2.15662  C6 1.056
17 H -0.03571 1.68009 -1.91298  C7 1.109
18 H -1.02912 1.38039 2.05891  N2 1.034
19 H -2.90990 -0.26361 -1.76426  C5 1.166
20 H 3.82201 -3.67571 0.02264  O1 0.901



Below is 2 unconnected molecules or ions with the total composition C5H13NO, with properties calculated with ωB97M-V/def2-TZVPD.

HOMO ... -8.5 eV
Multiplicity ... 1
Energy above the lowest of the compared OMol25 structures with the same formula, charge and spin ... 74.4 kcal/mol
Max |F| ... 0.1120 Eh/bohr
E_tot ... -328.20021 a.u.

Each atom is followed by the atoms it is bonded to, with distances in Å.
Atoms and positions in Å:
1 O 2.38344 -2.33991 -0.52677  H9 0.987, H17 0.966
2 N -1.13282 -1.21095 -1.21216  C4 1.431, C6 1.538, H12 0.976
3 C 0.18231 2.34804 -0.02642  C5 1.544, C7 1.497, H14 1.068, H20 1.244
4 C -0.32707 -0.10476 -0.79416  N2 1.431, C7 1.339, H13 1.097
5 C 0.36136 2.13393 1.49241  C3 1.544, H8 1.115, H11 1.005, H18 1.142
6 C -1.07601 -2.26984 -0.09823  N2 1.538, H15 1.122, H16 1.105, H19 1.007
7 C -0.61437 1.16483 -0.47979  C3 1.497, C4 1.339, H10 1.140
8 H -0.62080 2.30547 1.99084  C5 1.115
9 H 1.60131 -2.31257 0.07398  O1 0.987
10 H -1.70671 1.48316 -0.55042  C7 1.140
11 H 0.95969 2.76226 1.99869  C5 1.005
12 H -2.05621 -1.01451 -1.46039  N2 0.976
13 H 0.67461 -0.54323 -0.88096  C4 1.097
14 H -0.29667 3.17512 -0.50366  C3 1.068
15 H -1.32443 -3.22423 -0.63347  C6 1.122
16 H -0.03442 -2.48365 0.20163  C6 1.105
17 H 2.63367 -1.40746 -0.49424  O1 0.966
18 H 0.67764 1.04707 1.64265  C5 1.142
19 H -1.63716 -1.98420 0.68767  C6 1.007
20 H 1.35263 2.47544 -0.42719  C3 1.244